Entry from OMol25: a structure of composition C26H84N24O14 at a distorted geometry (ωB97M-V/def2-TZVPD).

Geometry as XYZ:
```
148
C26H84N24O14 (ωB97M-V/def2-TZVPD)
C -0.21 5.23 -0.88
C 0.81 5.31 -1.97
C 1.92 6.44 -1.86
O 1.34 7.62 -2.42
C 2.25 8.66 -2.38
N 1.50 4.02 -2.19
H -0.64 4.23 -0.81
H -1.02 5.95 -1.01
H 0.36 5.39 0.04
H 0.26 5.39 -2.91
H 2.73 6.23 -2.56
H 2.03 6.53 -0.78
H 1.79 9.65 -2.55
H 3.05 8.59 -3.13
H 2.61 8.92 -1.38
H 2.24 4.22 -2.85
H 2.03 3.70 -1.36
C -2.36 -5.45 0.43
C -1.08 -5.33 1.23
C 0.17 -5.94 0.49
O 0.09 -7.37 0.41
C 0.01 -8.04 1.64
N -0.94 -3.86 1.49
H -3.16 -5.01 1.03
H -2.50 -6.48 0.10
H -2.38 -4.82 -0.47
H -1.36 -5.86 2.14
H 1.14 -5.59 0.86
H -0.01 -5.56 -0.51
H 0.07 -9.11 1.43
H -0.91 -7.83 2.20
H 0.94 -7.91 2.20
H -1.06 -3.73 2.49
H -1.71 -3.39 1.03
C 2.16 -3.90 -3.77
C 3.06 -3.37 -2.62
C 4.14 -2.42 -3.15
O 5.02 -3.18 -3.96
C 5.81 -2.37 -4.84
N 2.19 -2.73 -1.61
H 2.75 -4.03 -4.68
H 1.27 -3.30 -3.92
H 1.87 -4.94 -3.59
H 3.54 -4.19 -2.08
H 4.61 -1.93 -2.30
H 3.65 -1.65 -3.76
H 6.53 -1.90 -4.16
H 5.30 -1.54 -5.33
H 6.39 -2.99 -5.52
H 1.94 -1.81 -1.98
H 1.43 -3.40 -1.58
C -3.37 -0.54 3.05
C -4.68 0.13 3.56
C -5.83 -0.92 3.49
O -5.96 -1.32 2.15
C -6.89 -2.34 1.85
N -4.57 0.72 4.89
H -3.38 -0.97 2.04
H -3.26 -1.48 3.60
H -2.57 0.19 3.20
H -4.94 0.96 2.88
H -6.83 -0.51 3.73
H -5.81 -1.69 4.28
H -7.82 -2.19 2.41
H -6.55 -3.32 2.20
H -7.17 -2.33 0.80
H -4.06 -0.04 5.36
H -3.86 1.44 4.89
C -4.13 -0.79 -0.90
O -3.19 -1.13 -0.19
N -4.02 -0.62 -2.27
N -5.40 -0.62 -0.48
H -3.17 -0.73 -2.79
H -4.75 -0.04 -2.65
H -6.17 -0.64 -1.11
H -5.47 -0.62 0.54
C 0.40 4.39 2.76
O 0.22 5.56 2.45
N 1.01 3.92 3.87
N 0.16 3.34 1.93
H 1.31 4.62 4.54
H 1.54 3.07 3.79
H 0.31 2.39 2.23
H -0.31 3.47 1.05
C -2.35 2.18 -0.35
O -2.28 1.56 -1.43
N -1.56 3.20 -0.05
N -3.19 1.74 0.63
H -0.79 3.55 -0.60
H -1.75 3.62 0.85
H -3.98 1.14 0.51
H -3.25 2.30 1.47
C 2.74 0.88 3.66
O 1.56 0.80 4.00
N 3.21 0.20 2.57
N 3.61 1.75 4.23
H 2.67 0.20 1.72
H 4.21 0.19 2.68
H 4.53 1.89 3.87
H 3.44 2.24 5.09
C 0.31 0.06 0.16
O 1.51 0.00 0.49
N -0.30 1.16 -0.35
N -0.54 -0.94 0.47
H -1.30 1.18 -0.42
H 0.28 1.85 -0.80
H -1.52 -0.76 0.29
H -0.14 -1.77 0.87
C 4.18 -2.91 1.44
O 4.89 -2.94 2.45
N 3.02 -2.25 1.26
N 4.39 -3.65 0.31
H 2.72 -2.10 0.30
H 2.62 -1.55 1.85
H 3.68 -3.53 -0.40
H 5.21 -4.19 0.13
C 4.17 1.99 -0.48
O 3.23 2.79 -0.46
N 4.11 0.67 -0.29
N 5.41 2.42 -0.87
H 4.87 0.09 -0.60
H 3.24 0.16 -0.18
H 6.21 1.82 -0.73
H 5.56 3.41 -0.91
C -0.19 -2.39 3.87
O -0.96 -3.35 3.70
N -0.51 -1.16 3.45
N 1.03 -2.51 4.43
H -1.37 -1.02 2.95
H 0.16 -0.39 3.40
H 1.21 -3.45 4.73
H 1.63 -1.77 4.73
C 0.53 0.37 -3.46
O 1.28 -0.22 -2.66
N -0.24 -0.26 -4.35
N 0.39 1.72 -3.49
H -0.63 0.29 -5.09
H -0.20 -1.26 -4.44
H -0.06 2.15 -4.28
H 1.07 2.31 -2.98
C -3.09 3.23 -3.94
O -2.67 3.33 -5.10
N -2.29 3.02 -2.90
N -4.46 3.30 -3.71
H -1.29 2.88 -2.96
H -2.80 2.92 -2.04
H -4.79 3.34 -4.67
H -4.78 4.01 -3.07
```

- lowest unoccupied orbital energy (eV) = 0.14
- relative energy (zero: lowest compared OMol25 entry of this formula, charge and spin) (kcal per mole) = 235.4
- E_HOMO (eV) = -7.85
- E_tot (hartree) = -3408.50361

Here are the Mulliken charges for atoms 1 to 4, given in e:
1. C -0.5157
2. C -0.3405
3. C -0.4688
4. O -0.3557